# 1
The following is a quantum chemistry calculation of 5 unconnected molecules or ions with the total composition C45H41F8IN2O5, from OMol25.

```
! RIJCOSX wB97M-V def2-TZVPD def2/J DEFGRID3
* xyz 0 1
O -2.244 0.735 -2.713
C -1.696 -0.450 -2.362
N -1.217 -1.749 -2.213
C -0.675 -1.831 -0.775
C -1.384 -2.788 0.399
C -2.745 -3.597 -0.098
C -3.882 -2.460 -0.423
C -5.254 -2.577 0.468
C -5.161 -1.862 1.947
F -3.726 -1.766 2.306
F -5.956 -2.719 2.901
C -5.786 -0.341 2.009
F -5.612 0.448 0.767
F -7.211 -0.293 2.455
F -5.008 0.384 3.076
C -0.761 -2.910 1.946
C -1.454 -3.895 3.104
C -0.435 -5.021 3.707
C -0.926 -6.575 3.571
F -0.637 -7.221 4.906
F -0.033 -7.254 2.599
F -2.373 -6.770 3.335
C 0.563 -2.010 2.309
C 1.328 -1.936 3.758
C 1.089 -0.551 4.602
O 1.616 -0.507 5.857
I 0.038 1.238 3.901
C 1.216 -1.070 1.093
C 0.661 -0.941 -0.444
C 1.600 0.043 -1.359
O 1.597 0.312 -2.668
N 2.562 0.586 -0.282
C 3.964 0.914 -0.752
C 4.549 2.305 -0.092
O 3.896 3.440 -0.768
C 2.531 -0.086 1.106
O 3.399 0.147 2.109
H -2.499 -4.124 -1.141
H -3.084 -4.447 0.631
H -4.176 -2.487 -1.576
H -3.399 -1.380 -0.264
H -5.510 -3.714 0.607
H -6.185 -2.095 -0.097
H -2.484 -4.293 2.721
H -1.707 -3.154 4.005
H 0.627 -4.822 3.211
H -0.274 -4.803 4.868
H 2.496 -1.977 3.515
H 1.114 -2.833 4.480
H 4.645 -0.014 -0.489
H 4.024 1.043 -1.926
H 5.729 2.408 -0.219
H 4.341 2.421 1.059
H 3.255 3.851 -0.114
C 4.968 -3.052 -0.111
C 5.445 -3.647 -1.278
C 6.562 -4.481 -1.230
C 7.206 -4.716 -0.015
C 6.734 -4.113 1.151
C 5.615 -3.282 1.104
H 4.094 -2.408 -0.147
H 4.946 -3.462 -2.226
H 6.932 -4.948 -2.140
H 8.074 -5.367 0.023
H 7.239 -4.291 2.097
H 5.246 -2.814 2.013
C -2.933 -0.694 9.159
C -1.717 -0.633 8.479
C -1.695 -0.652 7.084
C -2.890 -0.737 6.369
C -4.106 -0.808 7.050
C -4.128 -0.785 8.444
H -2.950 -0.672 10.245
H -0.786 -0.569 9.036
H -0.748 -0.601 6.555
H -2.874 -0.750 5.283
H -5.037 -0.880 6.493
H -5.075 -0.837 8.974
C -0.680 3.878 -6.968
C -0.088 2.855 -6.226
C -0.523 2.595 -4.927
C -1.547 3.360 -4.367
C -2.132 4.388 -5.106
C -1.700 4.646 -6.407
H -0.346 4.076 -7.983
H 0.711 2.261 -6.661
H -0.064 1.796 -4.350
H -1.887 3.155 -3.356
H -2.925 4.988 -4.668
H -2.157 5.446 -6.983
C 1.848 9.362 -7.215
C 1.281 8.397 -6.383
C 0.425 7.433 -6.915
C 0.133 7.436 -8.279
C 0.693 8.406 -9.109
C 1.551 9.368 -8.579
H 2.520 10.109 -6.802
H 1.507 8.396 -5.320
H -0.014 6.679 -6.267
H -0.532 6.683 -8.694
H 0.460 8.412 -10.172
H 1.989 10.123 -9.226
*
```

Kohn-Sham gap (eV): 7.0
E_HOMO (eV): -9.15

***

# 2
The following is a quantum chemistry calculation of 2 unconnected molecules or ions with the total composition HN2O5S2, from OMol25.

```
! RIJCOSX wB97M-V def2-TZVPD def2/J DEFGRID3
* xyz -1 1
N 0.530 0.543 -0.568
N 1.282 1.215 0.261
O -3.411 0.152 0.591
O 2.014 0.489 0.926
O 1.335 2.418 0.240
O -1.402 -1.151 0.106
O -1.249 0.863 1.486
S -1.592 1.296 -1.333
S -1.973 0.141 0.469
H 0.156 -0.364 -0.266
*
```

Kohn-Sham gap (spin up / spin down) (eV): 7.5 / 7.5
E_HOMO (spin up / spin down) (eV): -6.17 / -6.17
Relative energy (zero: lowest compared OMol25 entry of this formula, charge and spin) (kcal per mole): 7.43

***

# 3
The following is a quantum chemistry calculation of a molecular structure, C19H64B3F3HgNO9S, from OMol25.

```
! RIJCOSX wB97M-V def2-TZVPD def2/J DEFGRID3
* xyz -1 1
Hg 0.926 -2.275 6.353
N -1.532 3.773 4.917
H -1.183 3.446 4.028
H -2.025 4.654 4.909
H -0.726 3.704 5.521
H -2.065 2.986 5.262
B 2.495 1.762 7.286
H 2.181 2.769 7.058
H 1.661 1.289 7.780
H 2.718 1.311 6.332
H 3.381 1.833 7.898
B 4.526 -4.051 6.130
H 5.361 -4.610 6.523
H 4.789 -3.379 5.328
H 3.784 -4.786 5.858
H 4.241 -3.471 6.994
B -2.799 -0.501 6.274
H -3.219 0.409 6.676
H -2.324 -1.093 7.041
H -3.524 -1.089 5.733
H -2.080 -0.194 5.531
C 0.324 -0.633 -1.199
F 0.790 -1.847 -1.409
F 0.562 0.026 -2.343
F -0.995 -0.726 -1.009
S 1.117 0.143 0.312
O 2.535 0.194 0.020
O 0.434 1.394 0.551
O 0.862 -0.804 1.410
C 9.238 1.264 -1.581
C 9.878 0.709 -0.335
C 11.262 1.208 0.056
O 9.052 1.032 0.726
H 8.292 0.882 -1.964
H 9.846 1.186 -2.482
H 9.122 2.347 -1.551
H 9.839 -0.378 -0.404
H 11.551 0.532 0.861
H 11.289 2.251 0.371
H 12.010 1.166 -0.736
H 8.119 1.044 0.502
C -2.772 -8.205 3.524
C -2.053 -6.991 3.160
C -2.675 -6.348 1.890
O -2.130 -5.973 4.197
H -3.774 -7.909 3.836
H -2.393 -8.626 4.455
H -2.893 -9.001 2.789
H -0.988 -7.218 3.112
H -1.970 -5.643 1.449
H -3.604 -5.809 2.074
H -2.935 -7.121 1.168
H -3.028 -5.634 4.199
C -0.170 1.190 -10.514
C -0.582 1.947 -9.242
C -1.755 1.257 -8.625
O 0.483 1.878 -8.393
H -0.900 1.082 -11.317
H 0.042 0.144 -10.292
H 0.736 1.636 -10.922
H -0.791 2.991 -9.474
H -1.639 0.193 -8.419
H -2.629 1.298 -9.274
H -2.108 1.696 -7.692
H 0.177 1.394 -7.623
C 6.229 9.275 1.041
C 6.492 7.763 0.938
C 5.493 6.801 1.556
O 6.700 7.582 -0.478
H 5.306 9.598 0.561
H 6.944 9.803 0.410
H 6.197 9.766 2.014
H 7.465 7.496 1.352
H 5.687 5.841 1.079
H 4.490 7.069 1.226
H 5.641 6.706 2.632
H 6.794 6.627 -0.491
C -6.781 2.400 0.355
C -7.728 2.056 1.527
C -8.148 0.548 1.585
O -7.172 2.542 2.691
H -5.818 1.915 0.513
H -6.649 3.481 0.314
H -7.276 2.110 -0.572
H -8.616 2.666 1.362
H -8.371 0.091 0.622
H -9.015 0.324 2.207
H -7.322 -0.049 1.972
H -6.662 1.834 3.090
C -8.034 -4.966 -6.533
C -6.669 -5.318 -6.281
C -5.957 -4.354 -5.290
O -6.664 -6.601 -5.698
H -7.992 -4.088 -7.177
H -8.670 -4.626 -5.715
H -8.640 -5.766 -6.959
H -6.048 -5.345 -7.177
H -6.644 -4.307 -4.445
H -5.911 -3.357 -5.727
H -4.946 -4.614 -4.974
H -7.065 -6.608 -4.826
*
```

Kohn-Sham gap (eV): 2.2
E_HOMO (eV): -6.08
Relative energy (zero: lowest compared OMol25 entry of this formula, charge and spin) (kcal per mole): 305.34

***

# 4
The following is a quantum chemistry calculation of a molecular structure, C25H20CrNO3, from OMol25.

```
! RIJCOSX wB97M-V def2-TZVPD def2/J DEFGRID3
* xyz 2 4
C 2.582 -4.725 -5.554
C 2.807 -5.034 -4.205
C 2.082 -4.375 -3.208
C 1.123 -3.415 -3.553
C 0.319 -2.738 -2.464
N 0.869 -1.471 -2.059
C 0.930 -3.070 -4.896
C 1.655 -3.731 -5.896
H 3.133 -5.252 -6.335
H 3.539 -5.794 -3.927
H 2.253 -4.589 -2.149
H -0.715 -2.607 -2.827
H 0.323 -3.394 -1.585
H 0.909 -0.785 -2.803
H 0.567 -1.079 -1.181
H 0.212 -2.285 -5.150
H 1.488 -3.473 -6.943
O -1.478 4.493 5.592
C -0.983 3.486 5.283
Cr -0.503 1.713 4.775
C -1.936 1.881 3.564
O -2.896 2.074 2.926
C -1.853 1.259 6.042
O -2.776 1.148 6.744
C 1.371 1.354 5.832
C 1.574 2.281 4.801
C 1.155 1.985 3.496
C 0.640 0.706 3.162
C 0.172 0.424 1.820
C -0.343 0.338 0.706
C -0.965 0.189 -0.510
C -1.360 1.339 -1.274
C -2.148 1.210 -2.450
C -2.550 2.333 -3.165
C -2.169 3.618 -2.744
C -1.384 3.767 -1.592
C -0.983 2.648 -0.864
C 0.327 -0.156 4.240
C 0.745 0.133 5.547
H 1.673 1.594 6.855
H 2.021 3.254 5.011
H 1.227 2.741 2.709
H -1.391 -0.773 -0.809
H -2.438 0.205 -2.769
H -3.178 2.215 -4.050
H -2.471 4.496 -3.316
H -1.092 4.761 -1.247
H -0.384 2.753 0.043
H -0.243 -1.066 4.031
H 0.543 -0.584 6.343
*
```

Kohn-Sham gap (spin up / spin down) (eV): 6.9 / 4.0
<S²>: 3.8271
E_HOMO (spin up / spin down) (eV): -12.43 / -14.03
Relative energy (zero: lowest compared OMol25 entry of this formula, charge and spin) (kcal per mole): 0.00

***

Copy entry 2 word for word.
The following is a quantum chemistry calculation of 2 unconnected molecules or ions with the total composition HN2O5S2, from OMol25.

```
! RIJCOSX wB97M-V def2-TZVPD def2/J DEFGRID3
* xyz -1 1
N 0.530 0.543 -0.568
N 1.282 1.215 0.261
O -3.411 0.152 0.591
O 2.014 0.489 0.926
O 1.335 2.418 0.240
O -1.402 -1.151 0.106
O -1.249 0.863 1.486
S -1.592 1.296 -1.333
S -1.973 0.141 0.469
H 0.156 -0.364 -0.266
*
```

Kohn-Sham gap (spin up / spin down) (eV): 7.5 / 7.5
E_HOMO (spin up / spin down) (eV): -6.17 / -6.17
Relative energy (zero: lowest compared OMol25 entry of this formula, charge and spin) (kcal per mole): 7.43

***

- What is the formula in the first record?
  C45H41F8IN2O5